No. 1
Molecular formula: C4H6O2
Method: DFT, the ωB97M-V functional and the def2-TZVPD basis

Last column: Mulliken charge in e.
Element x y z (Å)
O: 1.600828 1.287806 0.005720  -0.394
C: 2.536725 0.340961 -0.062447  0.229
O: 2.359367 -0.835418 0.134234  -0.472
C: -0.816563 -0.795302 0.374050  -0.451
C: -1.904515 -0.434218 -0.596729  -0.401
C: -1.551938 0.218844 0.708044  -0.334
H: 3.505869 0.788617 -0.327551  0.335
H: 0.007132 -1.462099 0.580975  0.466
H: -1.655482 0.055732 -1.541289  0.182
H: -2.795144 -1.063881 -0.655659  0.214
H: 0.748068 0.856435 0.222254  0.280
H: -1.815738 0.985186 1.421364  0.345

Atomic forces in eV per Å
-0.1 -0.1 0.0
0.1 -0.4 0.0
0.1 0.6 -0.1
-0.1 0.2 0.2
-0.2 0.0 -0.3
0.2 -0.2 0.1
-0.1 -0.1 0.0
-0.1 0.1 0.0
0.0 -0.1 0.2
0.1 0.1 0.0
0.1 0.1 0.0
0.1 -0.1 -0.1

Computed properties:
F_max	0.586	eV/Å
frontier orbital gap	10.8464	eV
HOMO	-9.86	eV
SMILES	C1=CC1.O=CO
charge	0
energy	-8337.58173	eV

=====

No. 2
Molecular formula: C4H6O2
Method: DFT, the ωB97M-V functional and the def2-TZVPD basis

Last column: Mulliken charge in e.
Element x y z (Å)
O: -1.096285 -2.493308 1.055135  -0.433
C: -0.516669 -1.607422 0.554450  0.723
C: 0.132177 -0.625027 -0.010402  -0.412
C: 1.056048 0.491108 0.426908  -0.105
O: 1.176793 0.931476 -0.933664  -0.409
C: 0.279587 -0.079279 -1.414108  -0.208
H: -1.982139 1.445202 1.427609  0.193
H: -1.798875 0.886834 0.971052  -0.193
H: 0.592350 1.257653 1.060267  0.164
H: 2.021592 0.182996 0.845470  0.225
H: 0.766389 -0.744816 -2.136229  0.242
H: -0.630967 0.354585 -1.846488  0.214

Atomic forces in eV per Å
0.4 0.7 -0.4
-0.2 -0.4 0.2
-0.1 -0.3 0.1
0.1 0.0 0.4
0.1 0.1 -0.1
-0.2 -0.2 -0.3
0.0 0.0 0.0
0.0 0.1 0.1
0.1 -0.1 -0.1
-0.1 0.0 0.0
-0.1 0.1 0.1
0.1 -0.1 0.0

Computed properties:
F_max	0.910	eV/Å
frontier orbital gap	9.3849	eV
HOMO	-8.89	eV
SMILES	O=C=C1COC1.[H][H]
charge	0
energy	-8336.76725	eV

=====

No. 3
Molecular formula: C4H6O2
Method: DFT, the ωB97M-V functional and the def2-TZVPD basis

Last column: Mulliken charge in e.
Element x y z (Å)
O: -0.312385 1.485414 -0.515210  -0.176
C: -1.326876 1.512241 -1.365870  -0.235
C: 0.282828 0.204575 -0.874733  -0.575
C: 0.906377 -0.238396 0.404715  0.204
C: 0.077108 -0.926368 1.391750  -0.432
O: 0.992811 -1.637405 0.565985  -0.435
H: -2.182229 1.755922 -0.707193  0.145
H: 0.936492 0.305216 -1.743297  0.275
H: -0.517145 -0.510203 -1.111639  0.366
H: 1.756353 0.352633 0.740285  0.379
H: 0.349557 -0.870084 2.443926  0.268
H: -0.980796 -1.107925 1.190976  0.217

Atomic forces in eV per Å
-0.6 -0.7 -0.5
-0.6 0.2 0.1
0.5 -0.4 0.2
0.3 0.1 0.0
-0.1 0.0 0.2
0.2 -0.3 0.1
-0.3 1.1 -0.1
0.1 0.1 0.2
0.4 0.1 0.0
0.0 -0.2 0.1
0.0 0.0 -0.2
0.2 0.1 0.0

Computed properties:
F_max	1.112	eV/Å
frontier orbital gap	8.7998	eV
HOMO	-8.59	eV
charge	0
energy	-8334.63483	eV

=====

No. 4
Molecular formula: C4H6O2
Method: DFT, the ωB97M-V functional and the def2-TZVPD basis

Last column: Mulliken charge in e.
Element x y z (Å)
C: 1.879858 0.643290 0.252392  -0.469
O: 1.843417 -0.743728 0.427182  -0.390
C: 0.725081 -0.149952 -0.233570  0.585
C: -0.466753 0.056549 0.573267  -1.001
C: -1.708293 0.113259 -0.237527  -0.122
O: -1.681002 -1.309480 0.013639  -0.371
H: 1.762369 1.231191 1.161647  0.295
H: 2.580218 1.024706 -0.488654  0.251
H: 0.671811 -0.387089 -1.300509  0.364
H: -1.373024 -1.346739 0.963788  0.401
H: -1.646107 0.263099 -1.321096  0.215
H: -2.587570 0.604897 0.189440  0.242

Atomic forces in eV per Å
0.2 0.3 0.1
0.1 -0.1 0.0
-0.3 0.0 -0.1
0.2 0.4 -0.2
0.0 0.1 -0.1
-0.1 -0.2 0.2
0.0 -0.1 -0.1
-0.1 -0.1 0.1
0.0 0.0 0.2
-0.4 -0.4 -0.2
0.0 -0.1 0.2
0.2 -0.1 0.0

Computed properties:
F_max	0.577	eV/Å
frontier orbital gap	9.3844	eV
HOMO	-9.06	eV
charge	0
energy	-8334.79214	eV

=====

No. 5
Molecular formula: C4H6O2
Method: DFT, the ωB97M-V functional and the def2-TZVPD basis

Last column: Mulliken charge in e.
Element x y z (Å)
C: -1.908391 -0.535030 -0.252824  -0.947
C: 0.651122 0.134124 1.575827  -0.370
O: 1.409446 -0.731543 0.928287  -0.123
C: 1.770567 0.050184 -0.254465  -0.122
C: 0.901854 1.149986 0.389858  0.566
O: 0.579053 2.256103 0.086917  -0.488
H: -2.980942 -0.329265 -0.274765  0.314
H: -1.402903 0.141846 -0.948197  0.178
H: -1.726584 -1.573563 -0.542484  0.255
H: -1.540311 -0.371401 0.765263  0.245
H: 1.398747 -0.414939 -1.171300  0.229
H: 2.848339 0.223502 -0.302117  0.264

Atomic forces in eV per Å
0.0 0.0 0.0
0.2 -0.1 -0.1
-0.1 0.0 0.3
0.1 0.1 -0.2
-0.2 0.6 -0.3
0.2 -0.7 0.2
0.2 0.0 0.0
-0.1 -0.1 0.1
0.0 0.2 0.0
-0.1 0.0 -0.2
0.0 0.1 0.1
-0.1 0.0 0.0

Computed properties:
F_max	0.753	eV/Å
frontier orbital gap	8.2934	eV
HOMO	-9.16	eV
charge	0
energy	-8335.90054	eV

=====

No. 6
Molecular formula: C4H6O2
Method: DFT, the ωB97M-V functional and the def2-TZVPD basis

Last column: Mulliken charge in e.
Element x y z (Å)
O: -0.928726 -1.837132 1.067144  -0.463
C: -0.468832 -1.419926 0.032731  0.014
O: -1.876175 1.063557 -0.236546  -0.454
C: -0.813066 1.184470 0.320501  0.035
C: 0.512542 0.898074 -0.343705  -0.482
C: 0.815933 -0.597267 -0.040270  -0.551
H: -0.981690 -1.600481 -0.933450  0.354
H: -0.767850 1.397195 1.399488  0.344
H: 0.411513 1.076584 -1.418090  0.311
H: 1.314220 1.540408 0.048502  0.270
H: 1.465354 -1.007862 -0.823551  0.304
H: 1.316778 -0.697619 0.927245  0.319

Atomic forces in eV per Å
0.3 0.1 -0.4
0.1 -0.1 0.1
0.3 0.2 0.1
-0.2 0.1 -0.1
-0.1 0.0 -0.2
0.0 -0.1 0.1
0.0 0.0 0.1
-0.1 0.2 0.2
0.0 -0.1 0.1
-0.3 -0.2 -0.1
-0.1 0.1 0.2
-0.1 0.0 -0.1

Computed properties:
F_max	0.517	eV/Å
frontier orbital gap	10.6265	eV
HOMO	-9.85	eV
SMILES	O=CCCC=O
charge	0
energy	-8339.18687	eV

=====

No. 7
Molecular formula: C4H6O2
Method: DFT, the ωB97M-V functional and the def2-TZVPD basis

Last column: Mulliken charge in e.
Element x y z (Å)
C: -0.825608 1.262180 -0.981379  -0.666
O: 0.108094 1.923552 0.227771  -0.399
C: -0.302402 0.731027 0.271780  0.812
C: -0.206672 -0.428972 1.229232  -0.447
O: -0.007348 -1.502788 0.355863  -0.343
C: 0.812600 -0.906753 -0.692728  -0.782
H: 0.093084 0.288881 -1.360711  0.379
H: -1.804798 1.763301 -0.927889  0.278
H: -1.122632 -0.562669 1.828170  0.319
H: 0.646839 -0.245444 1.911762  0.274
H: 1.856318 -0.789561 -0.346613  0.282
H: 0.793920 -1.594023 -1.550322  0.294

Atomic forces in eV per Å
-0.2 0.0 0.2
-0.2 -0.7 -0.1
-0.1 0.3 -0.1
0.0 0.2 0.1
0.1 0.4 0.0
0.1 0.1 -0.3
0.3 -0.4 0.4
0.3 -0.1 0.1
0.2 0.1 -0.2
-0.2 -0.1 -0.2
-0.3 -0.1 -0.1
0.0 0.2 0.2

Computed properties:
F_max	0.770	eV/Å
frontier orbital gap	8.3991	eV
HOMO	-8.08	eV
charge	0
energy	-8332.74640	eV

=====

No. 8
Molecular formula: C4H6O2
Method: DFT, the ωB97M-V functional and the def2-TZVPD basis

Last column: Mulliken charge in e.
Element x y z (Å)
C: -1.503677 0.435588 0.054115  -0.401
O: -0.593265 0.931120 -0.948232  -0.417
C: 0.266231 -0.219186 -0.803191  -0.007
C: 1.456835 0.046915 0.084451  -0.477
O: 0.741502 -0.045717 1.313838  -0.461
C: -0.529316 -0.664632 0.408525  -0.190
H: -2.460942 0.132349 -0.398295  0.238
H: -1.689883 1.139486 0.865680  0.245
H: 0.389857 -0.766968 -1.739409  0.390
H: 2.238956 -0.718460 -0.026851  0.257
H: 1.876663 1.044120 -0.017896  0.278
H: -0.192963 -1.314618 1.207263  0.543

Atomic forces in eV per Å
-0.2 -0.1 0.5
0.0 -0.1 0.0
0.6 -0.2 -0.2
0.5 0.4 -0.5
-0.8 1.1 -0.9
1.7 1.1 1.7
0.3 -0.2 0.1
0.0 0.1 -0.1
-0.1 0.0 0.1
-0.1 0.1 0.1
0.3 0.1 -0.2
-2.2 -2.3 -0.7

Computed properties:
F_max	3.243	eV/Å
frontier orbital gap	10.7103	eV
HOMO	-9.64	eV
SMILES	C1O[C@H]2CO[C@@H]12
charge	0
energy	-8335.69776	eV